[1]
# C2H3N5O

A single C2H3N5O molecule in a non-equilibrium geometry (ωB97M-V/def2-TZVPD, the Open Molecules 2025 dataset).

Output
ΔE to the lowest compared entry with this formula, charge and spin: 297.00 kJ/mol
2S+1: 1
net charge: 0
SMILES string: [H]/N=C(\N)c1nnon1
HOMO level: -10.1 eV
LUMO: 0.00403 Eh
frontier orbital gap: 10.20 eV

Bonds (Å) are listed after each position.
Positions of all 11 atoms, in Å:
1 C 0.783 0.100 0.061  C2 1.487, N6 1.374, N7 1.286
2 C -0.586 -0.410 -0.217  C1 1.487, N8 1.397, N10 1.276
3 H 1.767 1.784 0.619  N6 0.984
4 H 0.088 1.989 0.660  N6 1.040
5 H 2.557 -0.314 0.233  N7 1.007
6 N 0.899 1.447 0.300  C1 1.374, H3 0.984, H4 1.040
7 N 1.708 -0.788 -0.028  C1 1.286, H5 1.007
8 N -0.879 -1.767 -0.377  C2 1.397, N9 1.225
9 N -2.094 -1.844 -0.522  N8 1.225, O11 1.419
10 N -1.624 0.331 -0.253  C2 1.276, O11 1.332
11 O -2.619 -0.526 -0.477  N9 1.419, N10 1.332


[2]
# C8H8N2S

2 unconnected molecules or ions with the total composition C8H8N2S in a non-equilibrium geometry (ωB97M-V/def2-TZVPD, the Open Molecules 2025 dataset).

Output
ΔE to the lowest compared entry with this formula, charge and spin: 540.19 kJ/mol
2S+1: 1
net charge: 0
SMILES string: [H]/N=C1/NC=CC1=C=S.C#CC
HOMO level: -7.7 eV
LUMO: -0.02107 Eh
frontier orbital gap: 7.08 eV

Bonds (Å) are listed after each position.
Positions of all 19 atoms, in Å:
1 C -1.122 1.911 -0.855  C2 1.318, C3 1.469, H12 1.084
2 C -1.608 0.770 -1.301  C1 1.318, N9 1.340, H13 1.112
3 C 0.327 1.835 -1.081  C1 1.469, C4 1.289, C5 1.469
4 C 1.121 2.849 -1.032  C3 1.289, S11 1.604
5 C 0.593 0.546 -1.736  C3 1.469, N9 1.397, N10 1.298
6 C -0.129 -0.682 1.606  C7 1.473, C8 1.196
7 C 0.674 -1.864 1.248  C6 1.473, H14 1.131, H15 1.083, H16 1.217
8 C -0.613 0.360 1.937  C6 1.196, H19 0.992
9 N -0.686 0.011 -1.908  C2 1.340, C5 1.397, H18 1.019
10 N 1.639 -0.090 -2.166  C5 1.298, H17 1.017
11 S 2.152 4.077 -0.994  C4 1.604
12 H -1.561 2.517 -0.071  C1 1.084
13 H -2.621 0.402 -1.574  C2 1.112
14 H 1.663 -1.697 0.725  C7 1.131
15 H 0.153 -2.633 0.691  C7 1.083
16 H 0.798 -2.399 2.334  C7 1.217
17 H 2.415 0.559 -2.060  N10 1.017
18 H -0.844 -0.945 -2.226  N9 1.019
19 H -1.173 1.118 2.251  C8 0.992